(1)
DFT (ωB97M-V with the def2-TZVPD basis set) results for a 2-piece molecular cluster, C5H13NS2 overall in a non-equilibrium geometry.

Summary:
E_tot (eV): -28550.6342
HOMO level (eV): -7.159
Total charge: 0

Last columns: bonded neighbours and bond lengths (Å).
CARTESIAN COORDINATES (ANGSTROEM)
1 H -2.500 1.421 -0.112  C6 1.121
2 H -1.933 -2.013 -1.351  C15 1.053
3 C 1.712 1.038 0.410  H7 1.113, S8 1.818, C20 1.531
4 H 2.049 -1.821 1.622  N13 1.026
5 S -2.406 -0.317 1.383  C6 1.818
6 C -1.621 0.784 0.167  H1 1.121, S5 1.818, C9 1.515, H12 1.145
7 H 2.142 2.041 0.627  C3 1.113
8 S 2.627 0.373 -1.013  C3 1.818, H11 1.301
9 C -1.184 0.000 -1.053  C6 1.515, C15 1.530, H17 1.175, H19 1.117
10 H 3.318 -0.712 1.358  N13 1.028
11 H 2.113 1.169 -1.905  S8 1.301
12 H -0.699 1.323 0.581  C6 1.145
13 N 2.431 -0.896 1.845  H4 1.026, H10 1.028, C20 1.500
14 H 1.094 0.618 2.537  C20 1.158
15 C -2.215 -1.018 -1.547  H2 1.053, C9 1.530, H18 1.116, H21 1.113
16 H 0.505 -0.451 1.107  C20 1.074
17 H -0.184 -0.607 -0.946  C9 1.175
18 H -3.063 -0.828 -0.847  C15 1.116
19 H -0.899 0.755 -1.826  C9 1.117
20 C 1.333 0.079 1.541  C3 1.531, N13 1.500, H14 1.158, H16 1.074
21 H -2.621 -0.937 -2.580  C15 1.113

(2)
DFT (ωB97M-V with the def2-TZVPD basis set) results for one molecule with the formula C11H18N4O3S in a non-equilibrium geometry.

Summary:
E_tot (eV): -34637.6104
HOMO level (eV): -8.703
Total charge: 0
SMILES string: CSCC[C@H](NC(=O)[C@@H](N)Cc1c[nH]cn1)C(=O)O

Last columns: bonded neighbours and bond lengths (Å).
CARTESIAN COORDINATES (ANGSTROEM)
1 O 0.714 -2.359 -2.193  C33 1.213
2 H 2.452 -1.424 1.494  N26 1.018
3 C 4.700 1.111 1.371  H14 1.076, N23 1.369, N24 1.305
4 C -4.526 2.494 -0.994  S20 1.807, H29 1.091, H31 1.109, H34 1.077
5 H 2.554 -0.456 -1.953  C21 1.115
6 H -1.085 0.845 -0.879  C7 1.124
7 C -1.968 0.363 -0.376  H6 1.124, H8 1.072, C9 1.562, C12 1.501
8 H -2.684 0.154 -1.147  C7 1.072
9 C -1.528 -1.014 0.214  C7 1.562, H19 1.151, C36 1.566, N37 1.421
10 H 0.856 -1.827 1.566  N26 1.011
11 H 3.294 -1.776 -0.852  C21 1.108
12 C -2.554 1.196 0.726  C7 1.501, H16 1.120, S20 1.867, H25 1.073
13 C 3.522 0.264 -0.187  C15 1.387, C21 1.510, N24 1.362
14 H 5.175 1.373 2.299  C3 1.076
15 C 4.167 1.336 -0.785  C13 1.387, H18 1.100, N23 1.401
16 H -1.809 1.470 1.518  C12 1.120
17 H -3.818 -2.200 2.239  O32 0.971
18 H 4.102 1.764 -1.797  C15 1.100
19 H -0.824 -0.786 1.096  C9 1.151
20 S -3.052 2.839 -0.007  C4 1.807, C12 1.867
21 C 2.751 -0.812 -0.915  H5 1.115, H11 1.108, C13 1.510, C30 1.537
22 H 5.619 2.611 0.113  N23 1.034
23 N 4.869 1.918 0.278  C3 1.369, C15 1.401, H22 1.034
24 N 3.887 0.121 1.117  C3 1.305, C13 1.362
25 H -3.443 0.757 1.137  C12 1.073
26 N 1.677 -1.832 0.976  H2 1.018, H10 1.011, C30 1.459
27 H -1.421 -2.428 -1.397  N37 1.029
28 O -3.411 -2.629 0.135  C36 1.213
29 H -4.841 3.481 -1.338  C4 1.091
30 C 1.404 -1.020 -0.205  C21 1.537, N26 1.459, C33 1.590, H35 1.112
31 H -4.273 1.854 -1.863  C4 1.109
32 O -2.987 -1.718 2.092  H17 0.971, C36 1.355
33 C 0.402 -1.797 -1.164  O1 1.213, C30 1.590, N37 1.372
34 H -5.245 1.938 -0.415  C4 1.077
35 H 0.918 -0.046 0.021  C30 1.112
36 C -2.711 -1.873 0.775  C9 1.566, O28 1.213, O32 1.355
37 N -0.886 -1.893 -0.699  C9 1.421, H27 1.029, C33 1.372

(3)
DFT (ωB97M-V with the def2-TZVPD basis set) results for one molecule with the formula C24H24F3NO7 in a non-equilibrium geometry.

Summary:
E_tot (eV): -49231.6617
HOMO level (eV): -8.629
Total charge: 0
SMILES string: COC(=O)[C@@H](NC(=O)O[C@@H]1C(=O)c2ccc(OC)cc2O[C@H]1c1cccc(C(F)(F)F)c1)C(C)C

Last columns: bonded neighbours and bond lengths (Å).
CARTESIAN COORDINATES (ANGSTROEM)
1 C 5.439 -1.377 -0.093  C3 1.529, H11 1.100, H23 1.088, H51 1.031
2 C -3.357 0.765 -0.257  C25 1.372, C32 1.433, O48 1.518
3 C 4.907 0.031 -0.362  C1 1.529, H12 1.221, C14 1.475, C39 1.700
4 C -1.630 -0.337 3.482  H6 1.162, C21 1.718, C57 1.282
5 F -1.694 -0.541 6.852  C47 1.226
6 H -2.706 -0.563 3.109  C4 1.162
7 C -7.336 2.347 -2.724  O13 1.639, H16 1.258, H19 0.896, H20 1.139
8 O 3.078 -2.280 -2.623  C50 1.554, C58 1.171
9 H 3.123 0.721 -1.466  C39 1.090
10 O -0.946 -1.052 -2.229  C56 1.346
11 H 5.780 -1.589 -1.116  C1 1.100
12 H 4.438 0.412 0.699  C3 1.221
13 O -6.352 2.115 -1.434  C7 1.639, C36 1.206
14 C 5.594 1.161 -1.014  C3 1.475, H17 1.287, H38 1.203, H59 0.875
15 F -1.801 -2.251 5.833  C47 1.371
16 H -7.507 1.224 -3.264  C7 1.258
17 H 6.653 1.305 -0.297  C14 1.287
18 O 0.426 -1.123 0.258  C27 1.382, C35 1.664
19 H -7.989 2.871 -2.404  C7 0.896
20 H -6.659 2.784 -3.530  C7 1.139
21 C -0.753 0.689 2.419  C4 1.718, C37 1.325, C49 1.449
22 H -0.816 1.774 0.515  C49 1.305
23 H 4.754 -2.116 0.317  C1 1.088
24 H -3.162 -0.063 -3.437  C41 0.969
25 C -2.711 0.402 -1.411  C2 1.372, C41 1.546, C56 1.479
26 H -5.102 0.874 -3.633  C29 1.001
27 C 1.134 -0.162 -0.438  O18 1.382, N28 1.480, O45 1.105
28 N 2.444 -0.848 -0.478  C27 1.480, C39 1.404, H42 0.825
29 C -4.681 1.022 -2.737  H26 1.001, C36 1.554, C41 1.269
30 H 0.988 1.534 1.944  C37 0.980
31 H -1.697 -1.384 0.566  C35 1.037
32 C -4.563 1.539 -0.278  C2 1.433, C36 1.391, H44 1.051
33 C 0.044 0.222 4.801  H40 1.239, C53 1.219, C57 1.348
34 O 4.532 -0.406 -3.538  C50 1.294
35 C -1.161 -0.688 0.014  O18 1.664, H31 1.037, C49 1.759, C56 1.271
36 C -5.374 1.412 -1.402  O13 1.206, C29 1.554, C32 1.391
37 C 0.492 1.076 2.655  C21 1.325, H30 0.980, C53 1.594
38 H 6.057 0.735 -2.040  C14 1.203
39 C 3.482 -0.283 -1.236  C3 1.700, H9 1.090, N28 1.404, C50 1.526
40 H 0.495 -0.070 5.918  C33 1.239
41 C -3.556 0.437 -2.706  H24 0.969, C25 1.546, C29 1.269
42 H 2.291 -1.643 -0.319  N28 0.825
43 H 2.988 -2.484 -4.509  C58 1.092
44 H -5.053 1.874 0.589  C32 1.051
45 O 1.061 0.924 -0.636  C27 1.105
46 H 2.703 -3.906 -3.284  C58 1.243
47 C -2.008 -0.900 5.722  F5 1.226, F15 1.371, F55 1.398, C57 1.458
48 O -2.596 0.997 1.036  C2 1.518, C49 1.323
49 C -1.306 0.704 1.080  C21 1.449, H22 1.305, C35 1.759, O48 1.323
50 C 3.806 -0.906 -2.591  O8 1.554, O34 1.294, C39 1.526
51 H 6.117 -1.279 0.678  C1 1.031
52 H 4.316 -3.211 -3.661  C58 0.999
53 C 0.933 0.742 4.150  C33 1.219, C37 1.594, H54 1.062
54 H 1.926 1.066 4.337  C53 1.062
55 F -3.348 -0.689 5.385  C47 1.398
56 C -1.501 -0.416 -1.180  O10 1.346, C25 1.479, C35 1.271
57 C -1.221 -0.232 4.692  C4 1.282, C33 1.348, C47 1.458
58 C 3.371 -2.898 -3.573  O8 1.171, H43 1.092, H46 1.243, H52 0.999
59 H 5.215 1.937 -1.155  C14 0.875

Number 1: molecular weight 151.30 g mol⁻¹. Number 2: molecular weight 286.36 g mol⁻¹. Number 3: molecular weight 495.45 g mol⁻¹.